Record 1
{"formula": "C5H3ClO", "method": "ωB97M-V/def2-TZVPD", "elements": ["C", "C", "H", "C", "Cl", "C", "C", "O", "H", "H"], "positions_angstrom": [[-2.787, 0.682, -0.109], [1.142, 0.069, -0.480], [1.630, 0.043, -1.509], [-0.071, 0.498, -0.282], [-3.156, -0.966, 0.058], [-1.316, 1.026, 0.009], [1.787, -0.903, 0.429], [2.237, -1.864, -0.077], [-1.276, 2.110, 0.335], [1.809, -0.694, 1.627]], "lowdin_charge": [-0.481, -0.074, 0.153, 0.008, 0.586, -0.229, -0.310, 0.079, 0.099, 0.167], "lumo_energy_ev": [-1.54, -1.54], "total_charge": 0, "fmax_ev_per_a": 3.56, "gap_ha": [0.2778, 0.2778], "homo_energy_ev": [-9.10, -9.10], "total_energy_ev": -19797.462, "e_above_lowest_kj_mol": 3.34}

Record 2
{"formula": "C5H3LuN5O4", "method": "ωB97M-V/def2-TZVPD", "elements": ["C", "N", "N", "C", "H", "C", "N", "H", "O", "N", "N", "C", "O", "C", "Lu", "O", "O", "H"], "positions_angstrom": [[0.620, 0.717, 3.064], [0.478, 1.648, 4.004], [-0.211, 2.455, 2.002], [-0.062, 0.181, -2.523], [-0.591, 4.615, 3.298], [2.170, -0.209, -0.103], [0.022, 2.698, 3.271], [0.014, 4.023, 4.789], [-0.104, 0.056, -3.671], [0.239, 1.156, 1.850], [-0.437, 3.830, 3.906], [-2.204, 0.100, 0.022], [-3.319, -0.088, 0.243], [-0.079, -1.444, 0.637], [0.034, 0.731, -0.221], [-0.134, -2.395, 1.288], [3.263, -0.553, 0.059], [1.019, -0.262, 3.265]], "lowdin_charge": [-0.110, 0.230, 0.084, 0.032, 0.143, -0.003, -0.181, 0.156, 0.253, -0.233, 0.241, 0.000, 0.270, -0.056, 1.492, 0.271, 0.265, 0.145], "lumo_energy_ev": -14.35, "total_charge": 3, "fmax_ev_per_a": 7.48, "gap_ha": 0.2459, "homo_energy_ev": -21.05, "total_energy_ev": -54459.457, "e_above_lowest_kj_mol": 0.00}

Record 3
{"formula": "C5H3MgO6", "method": "ωB97M-V/def2-TZVPD", "elements": ["C", "C", "O", "H", "C", "Mg", "O", "H", "H", "C", "C", "O", "O", "O", "O"], "positions_angstrom": [[-0.153, 0.811, -1.782], [1.281, -1.227, -0.927], [1.288, -2.473, 1.188], [-0.963, 1.246, 2.630], [1.282, -1.394, 0.676], [-1.114, -0.234, 0.155], [-1.204, 1.323, 1.678], [2.120, -1.646, -1.510], [-1.686, 2.158, 1.617], [-2.123, -2.314, -0.216], [1.549, 0.145, -1.529], [2.324, 1.043, -1.376], [-0.569, 0.776, -2.884], [-2.384, -3.226, -0.853], [-0.071, -1.546, -1.139]], "lowdin_charge": [-0.068, -0.346, 0.144, 0.124, -0.036, 0.925, -0.037, 0.177, 0.102, 0.066, -0.205, 0.182, 0.130, 0.175, -0.331], "lumo_energy_ev": [-5.42, -5.69], "total_charge": 1, "fmax_ev_per_a": 4.79, "gap_ha": [0.2772, 0.2361], "homo_energy_ev": [-12.96, -12.11], "total_energy_ev": -22952.295, "e_above_lowest_kj_mol": 215.17}

Record 4
{"formula": "C5H3N", "method": "ωB97M-V/def2-TZVPD", "elements": ["C", "H", "C", "H", "C", "C", "C", "H", "N"], "positions_angstrom": [[0.398, 0.902, 0.104], [1.288, -1.125, 0.935], [0.765, -0.600, 0.080], [1.229, 1.592, -0.173], [-0.467, -1.281, -0.035], [-2.178, 1.609, -0.068], [-0.936, 1.238, -0.027], [1.430, -0.653, -0.806], [-1.530, -1.682, -0.011]], "lowdin_charge": [-0.031, 0.151, -0.171, 0.121, -0.305, 0.127, -0.219, 0.134, 0.193], "lumo_energy_ev": -2.10, "total_charge": 0, "fmax_ev_per_a": 2.34, "gap_ha": 0.3002, "homo_energy_ev": -10.27, "total_energy_ev": -6717.554, "e_above_lowest_kj_mol": 305.78}

Record 5
{"formula": "C5H3N", "method": "ωB97M-V/def2-TZVPD", "elements": ["C", "C", "C", "C", "H", "C", "H", "H", "N"], "positions_angstrom": [[-0.534, -1.336, -0.124], [-0.471, -0.214, -1.205], [-0.014, -0.960, 1.002], [0.516, 0.853, 0.585], [0.226, -1.380, 1.946], [0.149, 0.935, -0.713], [0.903, 1.621, 1.236], [0.287, 1.808, -1.329], [-1.064, -1.326, -1.398]], "lowdin_charge": [-0.247, -0.164, 0.040, 0.104, 0.042, -0.133, 0.061, 0.095, 0.202], "lumo_energy_ev": -0.03, "total_charge": 0, "fmax_ev_per_a": 4.69, "gap_ha": 0.3157, "homo_energy_ev": -8.62, "total_energy_ev": -6716.923, "e_above_lowest_kj_mol": 366.62}

Record 6
{"formula": "C5H3N2O3", "method": "ωB97M-V/def2-TZVPD", "elements": ["N", "C", "C", "C", "H", "O", "H", "C", "H", "O", "N", "O", "C"], "positions_angstrom": [[-0.916, -1.752, -0.146], [0.360, -0.175, 1.049], [-0.989, -1.077, -1.316], [0.183, 0.707, -0.023], [0.778, 1.618, 0.010], [-0.417, 3.087, -3.860], [0.774, 0.153, 2.050], [-0.423, 0.260, -1.218], [-1.220, -1.458, -2.301], [1.563, 3.107, -2.827], [0.584, 2.973, -3.364], [-0.512, 0.917, -2.284], [-0.331, -1.306, 0.836]], "lowdin_charge": [0.191, -0.031, 0.042, 0.021, 0.127, 0.431, 0.152, -0.428, 0.136, 0.419, -0.059, -0.073, 0.073], "lumo_energy_ev": [-6.79, -6.79], "total_charge": 1, "fmax_ev_per_a": 4.62, "gap_ha": [0.1960, 0.1959], "homo_energy_ev": [-12.12, -12.12], "total_energy_ev": -14339.922, "e_above_lowest_kj_mol": 524.13}

Record 7
{"formula": "C5H3N3", "method": "ωB97M-V/def2-TZVPD", "elements": ["H", "N", "H", "N", "C", "N", "C", "C", "H", "C", "C"], "positions_angstrom": [[-0.940, -0.895, 1.931], [-2.466, -0.402, -0.735], [0.620, 0.168, 2.064], [1.039, 2.279, -0.489], [-1.339, -0.128, -0.381], [1.845, -1.837, -0.372], [0.776, -1.187, -0.235], [-0.117, -0.051, 0.189], [-0.817, 1.157, 1.706], [0.679, 1.178, -0.316], [-0.298, 0.069, 1.655]], "lowdin_charge": [0.166, 0.229, 0.052, 0.193, -0.204, 0.178, -0.079, -0.575, 0.170, -0.119, -0.010], "smiles": "CC(C#N)(C#N)C#N", "lumo_energy_ev": -0.07, "total_charge": 0, "fmax_ev_per_a": 12.18, "gap_ha": 0.4536, "homo_energy_ev": -12.41, "total_energy_ev": -9699.715, "e_above_lowest_kj_mol": 299.62}

Record 8
{"formula": "C5H3N3O2", "method": "ωB97M-V/def2-TZVPD", "elements": ["N", "H", "N", "H", "C", "O", "C", "C", "N", "O", "C", "H", "C"], "positions_angstrom": [[0.625, 2.925, 0.324], [2.127, -0.966, -0.379], [-0.273, -1.858, 0.187], [1.723, 0.600, -0.742], [-1.119, 1.205, 0.011], [0.485, -2.755, -0.244], [1.604, -0.157, -0.087], [-2.367, 0.768, -0.229], [-3.463, 0.447, -0.382], [-1.293, -2.025, 0.739], [-0.296, 2.267, 0.068], [2.020, 0.118, 0.843], [0.226, -0.569, -0.108]], "lowdin_charge": [0.208, 0.059, -0.423, 0.053, 0.016, 0.069, -0.048, -0.257, 0.214, 0.132, -0.243, 0.105, 0.113], "lumo_energy_ev": [-2.48, -2.94], "total_charge": 0, "fmax_ev_per_a": 4.97, "gap_ha": [0.2967, 0.2675], "homo_energy_ev": [-10.56, -10.22], "total_energy_ev": -13788.770, "e_above_lowest_kj_mol": 937.83}

Record 9
{"formula": "C5H3N3O5", "method": "ωB97M-V/def2-TZVPD", "elements": ["C", "O", "O", "C", "H", "C", "N", "H", "H", "C", "N", "O", "O", "N", "C", "O"], "positions_angstrom": [[0.651, -2.056, 0.822], [1.657, 0.878, 1.549], [-1.412, -1.735, -1.012], [-0.607, 0.324, -0.999], [2.007, -1.206, -0.473], [-0.054, 2.435, 0.951], [0.286, 0.178, 0.000], [1.429, -2.894, 0.889], [-0.477, -2.016, 1.060], [0.723, 1.210, 0.907], [-1.026, 3.073, 1.019], [-1.306, 1.236, -1.324], [-1.935, 3.831, 1.045], [-0.681, -1.021, -1.690], [1.050, -1.066, 0.077], [-0.306, -1.172, -2.821]], "lowdin_charge": [0.058, 0.159, 0.081, -0.367, 0.142, 0.140, 0.073, 0.112, 0.118, -0.353, -0.085, 0.187, 0.110, -0.337, -0.187, 0.150], "smiles": "C=CN(C(=O)C#[N+][O-])C(=O)[N+](=O)[O-]", "lumo_energy_ev": -0.96, "total_charge": 0, "fmax_ev_per_a": 2.63, "gap_ha": 0.3623, "homo_energy_ev": -10.82, "total_energy_ev": -19933.528, "e_above_lowest_kj_mol": 722.33}

Record 10
{"formula": "C5H3NO", "method": "ωB97M-V/def2-TZVPD", "elements": ["C", "N", "C", "H", "H", "C", "C", "O", "C", "H"], "positions_angstrom": [[0.347, -0.172, -1.241], [-2.331, -0.021, 0.586], [1.229, 0.024, -0.087], [-1.858, -0.306, -1.626], [1.904, -0.818, 0.115], [0.266, 0.178, 1.117], [-1.193, 0.060, 0.783], [0.593, 0.381, 2.253], [-0.779, -0.275, -1.668], [1.860, 0.921, -0.142]], "lowdin_charge": [-0.133, 0.180, -0.111, 0.049, 0.131, -0.346, -0.135, 0.141, 0.093, 0.131], "smiles": "C#CCC(=O)C#N", "lumo_energy_ev": -0.59, "total_charge": 0, "fmax_ev_per_a": 1.29, "gap_ha": 0.3640, "homo_energy_ev": -10.50, "total_energy_ev": -8767.364, "e_above_lowest_kj_mol": 254.90}

Q: Which formula does entry 1 have?
A: C5H3ClO

Please write out number 3 again, unchanged.
{"formula": "C5H3MgO6", "method": "ωB97M-V/def2-TZVPD", "elements": ["C", "C", "O", "H", "C", "Mg", "O", "H", "H", "C", "C", "O", "O", "O", "O"], "positions_angstrom": [[-0.153, 0.811, -1.782], [1.281, -1.227, -0.927], [1.288, -2.473, 1.188], [-0.963, 1.246, 2.630], [1.282, -1.394, 0.676], [-1.114, -0.234, 0.155], [-1.204, 1.323, 1.678], [2.120, -1.646, -1.510], [-1.686, 2.158, 1.617], [-2.123, -2.314, -0.216], [1.549, 0.145, -1.529], [2.324, 1.043, -1.376], [-0.569, 0.776, -2.884], [-2.384, -3.226, -0.853], [-0.071, -1.546, -1.139]], "lowdin_charge": [-0.068, -0.346, 0.144, 0.124, -0.036, 0.925, -0.037, 0.177, 0.102, 0.066, -0.205, 0.182, 0.130, 0.175, -0.331], "lumo_energy_ev": [-5.42, -5.69], "total_charge": 1, "fmax_ev_per_a": 4.79, "gap_ha": [0.2772, 0.2361], "homo_energy_ev": [-12.96, -12.11], "total_energy_ev": -22952.295, "e_above_lowest_kj_mol": 215.17}